Entry 1:
Here is a structure of composition C6H9NO at a distorted geometry from the OMol25 dataset. Energies are from wB97M-V/def2-TZVPD.

ORCA input file:
```
! RIJCOSX wB97M-V def2-TZVPD def2/J DEFGRID3
* xyz 0 1
C 1.3888 -0.6350 0.5050
C -0.3126 -0.4620 -0.9657
C -0.6509 1.3160 0.2681
C -0.3549 0.9817 -1.2802
C -0.9946 -0.2661 0.3321
C 0.1114 -0.1915 1.2984
H 2.0108 0.2048 0.4728
H 2.0837 -1.4917 0.9924
H 0.4235 -2.2624 -0.4850
H -0.9050 -1.1617 -1.3741
H -1.4878 2.0699 0.6355
H 0.5899 1.1920 -1.7495
H -1.1336 1.3676 -2.0631
H -1.9083 -0.5798 0.9779
H -0.2380 -0.2417 2.3170
N 0.8866 -1.1299 -0.9727
O 0.4910 1.2899 1.0911
*
```

Results
LUMO level = 0.7 eV
HOMO energy = -9.40 eV
Kohn-Sham gap = 10.050 eV



Entry 2:
Here is a cluster of 2 separate species, C6H9NO in total at a distorted geometry from the OMol25 dataset. Energies are from wB97M-V/def2-TZVPD.

ORCA input file:
```
! RIJCOSX wB97M-V def2-TZVPD def2/J DEFGRID3
* xyz 1 2
C 1.2583 0.8484 0.0619
C -0.0750 1.0289 0.8213
N -0.5972 -0.0714 1.4968
C -0.5992 -0.2771 0.0611
C 0.7537 -0.3999 -0.5792
C 1.3020 -1.6349 -0.9381
C 0.5790 -2.7735 -0.8054
H 2.2234 0.6507 0.5327
H -0.3913 2.0515 0.8756
H 0.0768 -0.6282 2.0162
H -1.4907 -0.1374 -0.5333
H 2.2403 -1.7027 -1.4541
H 0.8506 -3.7013 -1.2657
H -0.3478 -2.7913 -0.2389
H -2.8812 3.1042 -0.0708
H 1.3967 1.5445 -0.7739
O -2.0712 2.5824 -0.2332
*
```

Results
LUMO level (alpha / beta) = -6.9 / -6.9 eV
HOMO energy (alpha / beta) = -14.33 / -14.32 eV
Kohn-Sham gap (alpha / beta) = 7.393 / 7.380 eV
<S²> = 0.7528



Entry 3:
Here is a structure of composition C6H9NO2 at a distorted geometry from the OMol25 dataset. Energies are from wB97M-V/def2-TZVPD.

ORCA input file:
```
! RIJCOSX wB97M-V def2-TZVPD def2/J DEFGRID3
* xyz 0 1
C 0.8691 -0.6357 0.4002
C 1.6005 0.7988 -0.0312
C 0.6406 1.8388 -0.1471
C -1.1592 0.4896 0.4222
C -2.3275 -0.4641 -0.1487
C -0.3088 -0.5277 -0.3890
H 2.0064 -1.0445 -0.9803
H 1.6463 -2.5085 -0.0779
H 0.6101 -0.5540 1.5526
H 2.6463 0.8157 0.1959
H 1.1063 2.9485 -0.1603
H -1.2668 0.4854 1.6043
H -3.1295 -0.3974 0.5367
H -2.8300 0.0819 -1.1894
H 0.1100 -0.0142 -1.4598
N 1.8452 -1.5833 -0.0340
O -0.7222 1.7548 -0.0625
O -1.3369 -1.4837 -0.0319
*
```

Results
LUMO level = 1.0 eV
HOMO energy = -8.90 eV
Kohn-Sham gap = 9.878 eV



Entry 4:
Here is a cluster of 2 separate species, C6H9NO2 in total at a distorted geometry from the OMol25 dataset. Energies are from wB97M-V/def2-TZVPD.

ORCA input file:
```
! RIJCOSX wB97M-V def2-TZVPD def2/J DEFGRID3
* xyz 0 1
C -1.6719 -0.6527 0.8955
C -0.7166 -0.6093 1.8918
C -1.1378 -0.4376 -0.4409
C 0.5351 -0.4626 1.3064
C 0.3760 -0.5684 -0.1785
C 1.1867 0.5130 -0.9245
N 1.8236 -0.7060 1.8985
O 1.8921 -0.5198 3.1093
O 2.7354 -1.0407 1.2013
H -2.7439 -0.8074 1.1348
H -0.9336 -0.3555 2.8460
H -1.6707 -1.1254 -1.1553
H -1.4197 0.5638 -0.9536
H 1.5797 1.5844 1.3915
H 0.6921 -1.6512 -0.3807
H 1.4823 0.2683 -2.0866
H 2.1615 0.5827 -0.4905
H 0.6119 1.4470 -1.0902
*
```

Results
LUMO level (alpha / beta) = -0.8 / -1.4 eV
HOMO energy (alpha / beta) = -8.31 / -10.01 eV
Kohn-Sham gap (alpha / beta) = 7.554 / 8.631 eV